The following is a DFT calculation (the ωB97M-V functional and the def2-TZVPD basis) of a 16-piece molecular cluster, C64H176N16O16 overall at a distorted geometry.

Atoms and positions in Å:
C 0.513 -5.864 1.675
C 0.356 -7.372 1.607
C -0.175 -7.969 2.908
O 0.545 -7.512 4.054
C 1.923 -7.877 4.119
N -0.546 -7.664 0.434
H 1.459 -5.593 2.151
H -0.283 -5.354 2.217
H 0.525 -5.497 0.652
H 1.330 -7.844 1.484
H -0.078 -9.053 2.961
H -1.215 -7.792 3.201
H 1.974 -8.961 4.052
H 2.311 -7.461 5.049
H 2.523 -7.439 3.317
H -0.972 -8.578 0.386
H -0.051 -7.639 -0.454
C 1.832 -3.500 5.059
C 0.627 -3.419 5.978
C -0.358 -4.535 5.730
O -1.600 -4.284 6.331
C -2.617 -5.182 5.939
N 1.070 -3.346 7.385
H 2.570 -2.765 5.381
H 1.484 -3.331 4.036
H 2.270 -4.486 5.183
H 0.095 -2.479 5.831
H -0.007 -5.513 6.087
H -0.463 -4.759 4.663
H -2.351 -6.207 6.189
H -2.792 -5.166 4.857
H -3.467 -4.775 6.481
H 1.660 -4.148 7.563
H 0.342 -3.433 8.083
C -0.828 1.462 -4.652
C -0.253 0.185 -5.243
C -0.965 -1.079 -4.759
O -0.831 -1.200 -3.344
C -1.669 -2.170 -2.788
N -0.329 0.311 -6.717
H -0.139 2.288 -4.809
H -1.178 1.309 -3.636
H -1.700 1.639 -5.289
H 0.794 0.115 -4.940
H -0.567 -1.916 -5.322
H -2.023 -0.904 -4.923
H -2.695 -1.879 -3.044
H -1.606 -2.108 -1.700
H -1.472 -3.169 -3.191
H -1.287 0.427 -7.029
H 0.070 -0.458 -7.240
C 3.577 3.953 0.988
C 3.120 5.328 0.539
C 3.336 6.484 1.502
O 2.411 6.404 2.552
C 2.436 7.504 3.446
N 3.721 5.593 -0.800
H 3.197 3.245 0.252
H 3.155 3.762 1.982
H 4.663 3.855 0.978
H 2.029 5.307 0.411
H 3.255 7.431 0.956
H 4.301 6.457 2.009
H 3.391 7.642 3.956
H 1.568 7.283 4.072
H 2.218 8.458 2.962
H 4.714 5.778 -0.752
H 3.264 6.314 -1.340
C 4.325 2.078 -7.655
C 3.230 1.843 -6.582
C 3.324 2.735 -5.348
O 4.581 2.692 -4.744
C 4.809 3.574 -3.644
N 1.975 1.902 -7.267
H 4.188 3.080 -8.082
H 4.071 1.358 -8.429
H 5.355 2.056 -7.312
H 3.348 0.789 -6.318
H 2.597 2.358 -4.628
H 3.109 3.782 -5.591
H 4.209 3.307 -2.784
H 4.636 4.582 -4.023
H 5.875 3.553 -3.411
H 1.741 2.886 -7.286
H 1.215 1.333 -6.918
C -3.237 2.889 6.081
C -4.367 1.997 5.596
C -4.146 0.514 6.065
O -3.245 -0.156 5.163
C -2.812 -1.401 5.646
N -5.643 2.534 6.024
H -3.133 2.747 7.152
H -3.452 3.906 5.755
H -2.313 2.568 5.606
H -4.276 2.025 4.506
H -5.082 -0.036 6.107
H -3.628 0.459 7.022
H -3.610 -2.139 5.733
H -2.195 -1.295 6.542
H -2.126 -1.803 4.888
H -5.816 2.650 7.015
H -6.388 1.916 5.737
C -4.766 -0.316 -1.893
C -5.365 -0.714 -3.251
C -6.395 -1.873 -3.089
O -6.738 -2.503 -4.326
C -7.605 -3.618 -4.146
N -5.945 0.457 -3.892
H -5.585 0.208 -1.387
H -3.999 0.426 -2.086
H -4.432 -1.175 -1.319
H -4.570 -1.278 -3.767
H -7.275 -1.375 -2.683
H -5.984 -2.591 -2.387
H -8.555 -3.407 -3.642
H -7.156 -4.472 -3.644
H -7.872 -3.899 -5.164
H -5.246 1.157 -4.100
H -6.435 0.147 -4.715
C -1.211 7.022 -4.493
C -0.016 7.295 -3.566
C 1.059 6.193 -3.766
O 0.532 4.915 -3.462
C 0.275 4.737 -2.086
N 0.510 8.652 -3.908
H -1.850 7.910 -4.468
H -1.753 6.130 -4.173
H -0.913 6.864 -5.528
H -0.390 7.179 -2.550
H 1.853 6.369 -3.040
H 1.437 6.251 -4.793
H 1.024 5.259 -1.489
H 0.353 3.647 -2.025
H -0.742 4.982 -1.749
H -0.210 9.354 -3.769
H 1.232 8.946 -3.257
C 6.836 1.441 0.355
C 6.064 0.118 0.303
C 4.614 0.266 0.765
O 4.591 0.551 2.138
C 3.347 0.365 2.786
N 6.201 -0.383 -1.076
H 7.883 1.230 0.153
H 6.603 1.903 1.320
H 6.474 2.142 -0.411
H 6.491 -0.638 0.960
H 4.073 -0.664 0.604
H 4.159 1.028 0.126
H 3.015 -0.666 2.663
H 2.588 1.046 2.415
H 3.417 0.501 3.867
H 5.859 -1.326 -1.193
H 5.742 0.198 -1.757
C 3.868 -1.107 -3.735
C 3.487 -2.163 -2.678
C 2.475 -3.171 -3.172
O 2.113 -4.035 -2.102
C 1.561 -5.246 -2.570
N 4.741 -2.811 -2.231
H 4.451 -1.552 -4.551
H 4.641 -0.457 -3.330
H 2.993 -0.629 -4.141
H 3.205 -1.629 -1.772
H 2.985 -3.770 -3.929
H 1.646 -2.650 -3.654
H 2.214 -5.598 -3.364
H 0.531 -5.184 -2.938
H 1.499 -5.923 -1.719
H 4.527 -3.482 -1.513
H 5.161 -3.276 -3.024
C -6.208 6.060 -5.751
C -6.076 5.031 -4.611
C -4.618 4.819 -4.301
O -4.464 4.032 -3.103
C -3.189 3.439 -2.931
N -6.891 5.429 -3.461
H -5.629 5.717 -6.612
H -5.810 7.019 -5.407
H -7.217 6.288 -6.085
H -6.528 4.110 -4.981
H -4.089 5.767 -4.194
H -4.088 4.310 -5.108
H -2.400 4.189 -2.864
H -3.012 2.740 -3.746
H -3.278 2.952 -1.957
H -6.655 4.824 -2.686
H -6.696 6.384 -3.188
C -0.142 1.421 7.719
C 0.443 0.164 7.168
C 1.538 0.386 6.088
O 1.133 1.038 4.912
C 0.116 0.381 4.190
N 1.092 -0.515 8.301
H -0.687 2.067 7.027
H 0.652 1.930 8.251
H -0.983 1.166 8.375
H -0.381 -0.331 6.638
H 1.944 -0.609 5.898
H 2.328 1.057 6.415
H -0.048 0.974 3.292
H -0.826 0.351 4.738
H 0.459 -0.612 3.895
H 1.403 -1.466 8.150
H 0.415 -0.550 9.048
C -0.848 0.977 -0.595
C 0.595 0.579 -0.416
C 0.739 -0.838 0.217
O -0.005 -1.041 1.390
C -0.121 -2.428 1.643
N 1.331 0.544 -1.713
H -0.820 2.026 -0.897
H -1.443 0.879 0.312
H -1.103 0.286 -1.394
H 1.050 1.349 0.198
H 1.806 -0.959 0.402
H 0.333 -1.504 -0.550
H -0.721 -2.908 0.869
H -0.497 -2.503 2.663
H 0.825 -2.983 1.599
H 1.244 1.459 -2.148
H 0.773 -0.118 -2.236
C -0.684 3.969 2.515
C -0.753 5.161 1.575
C -2.142 5.262 0.965
O -2.011 6.027 -0.240
C -3.247 6.474 -0.756
N -0.353 6.379 2.267
H -1.168 4.153 3.478
H 0.354 3.785 2.812
H -1.084 3.033 2.125
H -0.276 4.784 0.653
H -2.740 5.837 1.670
H -2.488 4.279 0.678
H -3.853 7.079 -0.082
H -3.786 5.608 -1.129
H -2.999 7.072 -1.634
H -0.524 7.147 1.630
H 0.637 6.189 2.352
C -4.077 -4.909 -1.542
C -2.988 -5.213 -0.521
C -3.162 -4.348 0.760
O -3.222 -2.944 0.427
C -3.662 -2.163 1.504
N -3.181 -6.628 -0.129
H -3.905 -3.909 -1.932
H -5.040 -4.964 -1.037
H -3.943 -5.722 -2.251
H -2.041 -5.054 -1.026
H -2.267 -4.392 1.375
H -4.047 -4.723 1.253
H -3.804 -1.177 1.066
H -2.899 -2.100 2.289
H -4.616 -2.413 1.984
H -3.167 -7.251 -0.927
H -2.374 -6.877 0.422
C 4.452 -7.541 -1.077
C 5.212 -6.618 -0.120
C 4.306 -5.580 0.545
O 5.077 -4.487 1.025
C 4.226 -3.349 1.214
N 5.799 -7.453 0.919
H 3.785 -8.177 -0.507
H 5.197 -8.120 -1.633
H 3.955 -6.967 -1.858
H 5.913 -5.963 -0.643
H 3.779 -6.162 1.301
H 3.631 -5.111 -0.168
H 4.927 -2.536 1.406
H 3.444 -3.363 1.975
H 3.723 -3.152 0.262
H 6.367 -8.206 0.552
H 6.425 -6.887 1.474

For the frontier orbital gap, the calculation gives 8.7 eV. The calculation puts the energy above the lowest of the compared OMol25 structures with the same formula, charge and spin at 57.2 kcal/mol. For the molar mass, the calculation gives 1426.2 g/mol. Its spin multiplicity is 1. As for the HOMO energy: -8.39 eV.